C7H16O2P2S | ωB97M-V with the def2-TZVPD basis set

The geometry in XYZ format:
```
28
Properties=species:S:1:pos:R:3:forces:R:3:nbo_charge:R:1
C 1.0729 -0.8098 2.7838 0.47 -0.48 -1.08 -0.444
C -0.1705 -1.3018 0.6459 -1.85 -0.04 1.82 -0.538
C 1.8395 0.2160 1.9946 -0.50 2.84 1.07 -0.064
C -0.3647 -0.8955 2.1645 1.90 0.02 0.59 -0.210
C 0.9626 -0.6292 -0.0906 -1.31 -0.87 1.23 0.838
C -1.3202 -1.9103 2.7461 -2.25 0.38 -0.52 -0.608
C -0.6689 1.6856 -4.7432 -1.06 0.56 3.65 -0.890
O 1.9172 -0.0237 0.6067 0.55 -0.18 -1.16 -0.492
O 0.9811 -0.6930 -1.2860 0.67 -0.33 -0.42 -0.609
P 1.7566 1.1947 -2.6067 1.37 2.93 0.37 0.044
P -0.3948 1.1576 -2.8770 -0.61 -1.70 -1.89 0.716
S -1.5448 1.9914 -1.5552 -0.16 0.09 0.07 -0.602
H 1.6717 -1.6926 2.7454 -0.06 -1.40 -0.28 0.203
H 1.1794 -0.5274 3.8010 -0.63 0.51 1.13 0.225
H -0.1154 -2.4377 0.6231 0.45 1.40 -0.20 0.245
H -1.1743 -1.0726 0.2065 1.13 -0.01 -0.40 0.263
H 1.2019 1.1330 2.1454 0.71 -0.31 -0.47 0.172
H 2.8795 0.5754 2.3065 -1.34 -1.23 -0.23 0.215
H -0.7291 0.1266 2.3586 -0.29 -0.26 -0.80 0.212
H -0.5795 -0.3090 -3.0612 0.06 1.49 0.33 -0.022
H -1.6266 -1.9202 3.8150 0.51 0.60 -0.64 0.225
H -0.9298 -2.8707 2.5308 0.35 -1.22 -0.07 0.201
H -2.2915 -1.8341 2.1172 1.34 -0.16 1.12 0.212
H -0.0880 1.0496 -5.3596 0.86 -0.15 -0.69 0.231
H -0.3825 2.7600 -4.5856 -0.49 -0.91 -1.21 0.243
H -1.7602 1.4556 -4.8838 1.04 0.74 0.01 0.244
H 1.8338 2.6572 -3.1046 -0.19 -1.62 0.40 -0.048
H 1.9584 1.6951 -1.1871 -0.64 -0.69 -1.75 0.037
```
Positions in Å, forces in eV/Å.

Computed properties:
orbital gap	8.8	eV
structure (SMILES)	C[C@H]1CCOC(=O)C1.C[P@@H](P)=S
LUMO	0.0261	Ha